No. 1
This record from the Open Molecules 2025 dataset describes C3H7FINO in the gas phase in a non-equilibrium geometry. The level of theory is ωB97M-V/def2-TZVPD.

Summary:
Kohn-Sham gap: 8.7 eV
LUMO: 0.171 eV
Energy above the lowest of the compared OMol25 structures with the same formula, charge and spin: 54.5 kJ/mol
SMILES string: CN[C@](F)(I)OC

Structure (ORCA input):
```
! RIJCOSX wB97M-V def2-TZVPD def2/J DEFGRID3
* xyz 0 1
C -1.01 -1.86 -1.00
N -0.49 -1.01 0.07
C 0.14 0.16 -0.04
F -0.59 1.02 -0.72
I 2.28 -0.06 -1.51
O 0.63 0.58 1.12
C 0.73 2.05 1.21
H -0.27 -2.09 -1.80
H -1.04 -2.84 -0.64
H -1.88 -1.45 -1.40
H -0.53 -1.40 0.94
H -0.29 2.38 1.27
H 1.21 2.50 0.30
H 1.12 2.04 2.20
*
```

No. 2
This record from the Open Molecules 2025 dataset describes 2 unconnected molecules or ions with the total composition C3H7FN3 in a non-equilibrium geometry. The level of theory is ωB97M-V/def2-TZVPD.

Summary:
Kohn-Sham gap: 10.0 eV
LUMO: -4.304 eV
Energy above the lowest of the compared OMol25 structures with the same formula, charge and spin: 460.2 kJ/mol

Structure (ORCA input):
```
! RIJCOSX wB97M-V def2-TZVPD def2/J DEFGRID3
* xyz 1 1
C 2.16 -0.08 -0.09
C -0.91 -0.32 -0.41
C -1.35 0.78 0.35
N 1.88 1.21 0.04
N 1.08 0.09 -0.67
N -0.86 -1.59 0.09
F 2.98 -0.95 0.28
H -0.96 -0.38 -1.54
H -0.94 1.71 -0.01
H -1.07 0.89 1.33
H -2.39 0.87 0.37
H 2.54 1.79 -0.36
H -1.16 -1.71 1.10
H -0.99 -2.32 -0.49
*
```

No. 3
This record from the Open Molecules 2025 dataset describes a gas-phase ion, C3H7FN3 (charge +1) in a non-equilibrium geometry. The level of theory is ωB97M-V/def2-TZVPD.

Summary:
Kohn-Sham gap (spin up / spin down): 9.2 / 9.7 eV
LUMO (spin up / spin down): -6.976 / -6.565 eV
Energy above the lowest of the compared OMol25 structures with the same formula, charge and spin: 342.3 kJ/mol

Structure (ORCA input):
```
! RIJCOSX wB97M-V def2-TZVPD def2/J DEFGRID3
* xyz 1 1
C 0.66 0.09 0.15
C -1.76 -0.29 -0.39
C 1.72 -0.91 -0.05
N -1.83 1.07 -0.51
N -0.26 -0.30 -0.73
N 0.67 1.10 0.90
F -1.99 -0.79 0.86
H -2.29 -0.93 -1.05
H 1.82 -0.96 -1.09
H 2.62 -0.61 0.42
H 1.30 -1.79 0.38
H -1.81 1.36 -1.46
H 1.40 1.37 1.64
H -0.23 1.59 0.93
*
```

No. 4
This record from the Open Molecules 2025 dataset describes a gas-phase ion, C3H7FN3O3S (charge +1) in a non-equilibrium geometry. The level of theory is ωB97M-V/def2-TZVPD.

Summary:
Kohn-Sham gap: 10.8 eV
LUMO: -4.493 eV
SMILES string: NC1=[NH+][C@@H](S(=O)(=O)F)OCN1

Structure (ORCA input):
```
! RIJCOSX wB97M-V def2-TZVPD def2/J DEFGRID3
* xyz 1 1
N -2.18 0.35 -1.32
C -1.00 0.10 -0.84
N -0.50 0.83 0.19
C 0.81 0.48 0.76
S 0.50 -0.24 2.43
O 0.92 0.70 3.40
O -0.80 -0.80 2.41
F 1.53 -1.40 2.40
O 1.52 -0.48 0.03
C 1.17 -0.45 -1.33
N -0.24 -0.90 -1.44
H -2.72 1.17 -1.07
H -2.56 -0.27 -2.02
H -0.57 1.82 0.00
H 1.38 1.40 0.90
H 1.81 -1.14 -1.88
H 1.25 0.56 -1.74
H -0.31 -1.75 -0.89
*
```

No. 5
This record from the Open Molecules 2025 dataset describes 2 unconnected molecules or ions with the total composition C3H7FO2 in a non-equilibrium geometry. The level of theory is ωB97M-V/def2-TZVPD.

Summary:
Kohn-Sham gap (spin up / spin down): 7.0 / 7.5 eV
LUMO (spin up / spin down): 0.693 / 0.702 eV
Energy above the lowest of the compared OMol25 structures with the same formula, charge and spin: 312.3 kJ/mol

Structure (ORCA input):
```
! RIJCOSX wB97M-V def2-TZVPD def2/J DEFGRID3
* xyz 0 1
C -1.58 1.32 0.12
C 0.15 -1.62 1.47
C -0.51 0.47 0.72
O 1.62 -0.23 -1.41
O -0.76 -0.71 1.06
F 0.71 0.93 0.85
H -1.86 2.20 0.76
H -1.22 1.69 -0.88
H -2.48 0.76 -0.19
H -0.14 -2.56 1.72
H 1.14 -1.29 1.59
H 2.22 -0.96 -1.49
H 1.13 -0.21 -2.26
*
```

No. 6
This record from the Open Molecules 2025 dataset describes 2 unconnected molecules or ions with the total composition C3H7FO2 in a non-equilibrium geometry. The level of theory is ωB97M-V/def2-TZVPD.

Summary:
Kohn-Sham gap (spin up / spin down): 8.0 / 8.0 eV
LUMO (spin up / spin down): 0.676 / 0.729 eV
Energy above the lowest of the compared OMol25 structures with the same formula, charge and spin: 318.1 kJ/mol

Structure (ORCA input):
```
! RIJCOSX wB97M-V def2-TZVPD def2/J DEFGRID3
* xyz 0 1
C 0.63 -0.74 1.14
C -1.39 1.00 -0.60
C 0.93 0.08 -0.06
O -2.08 -0.03 0.03
O 1.34 -0.61 -1.19
F 1.65 1.19 0.18
H 1.19 -1.62 0.99
H 0.92 -0.30 2.05
H -0.44 -1.09 1.40
H -1.13 1.07 -1.66
H -1.63 1.88 -0.17
H -1.76 -0.91 -0.36
H 1.79 0.07 -1.76
*
```

No. 7
This record from the Open Molecules 2025 dataset describes a molecular structure, C3H7FO2Pt in a non-equilibrium geometry. The level of theory is ωB97M-V/def2-TZVPD.

Summary:
Kohn-Sham gap (spin up / spin down): 6.9 / 7.9 eV
LUMO (spin up / spin down): -4.981 / -6.711 eV
Energy above the lowest of the compared OMol25 structures with the same formula, charge and spin: 0.0 kJ/mol

Structure (ORCA input):
```
! RIJCOSX wB97M-V def2-TZVPD def2/J DEFGRID3
* xyz 1 4
O 0.71 1.79 -0.47
C -0.64 1.53 -0.56
C -1.04 0.18 0.00
O -0.13 -0.83 -0.48
C -0.02 -1.98 0.18
Pt 2.04 0.82 -0.55
H -1.00 1.58 -1.61
H -1.23 2.28 0.00
H -2.05 -0.10 -0.34
H -1.01 0.19 1.10
H 0.47 -2.76 -0.40
H -0.83 -2.24 0.88
H 2.02 -0.29 1.53
F 2.72 -0.16 0.73
*
```

No. 8
This record from the Open Molecules 2025 dataset describes C3H7FOS in the gas phase in a non-equilibrium geometry. The level of theory is ωB97M-V/def2-TZVPD.

Summary:
Kohn-Sham gap: 8.6 eV
LUMO: -1.025 eV
Energy above the lowest of the compared OMol25 structures with the same formula, charge and spin: 542.5 kJ/mol
SMILES string: CC(C)SOF

Structure (ORCA input):
```
! RIJCOSX wB97M-V def2-TZVPD def2/J DEFGRID3
* xyz 0 1
C -0.85 -0.44 1.06
C -0.56 0.72 0.08
C 0.72 0.28 -0.64
S -1.79 1.10 -1.25
O -1.72 -0.60 -2.41
F -1.39 -0.20 -3.66
H 0.10 -0.87 1.20
H -1.14 -0.08 2.05
H -1.60 -1.13 0.54
H -0.55 1.71 0.51
H 0.72 -0.82 -0.66
H 1.63 0.58 -0.12
H 0.75 0.62 -1.65
*
```